Entry 1:
36
Properties=species:S:1:pos:R:3:nbo_charge:R:1 method="wB97M-V/def2-TZVPD" homo_ev=-2.475 relative_energy_kcal_mol=0.00 total_charge=-2 lumo_ev=5.01 homo_lumo_gap_ev=7.485
O -1.0908 3.5188 1.2577 -1.0109
O -0.4468 -3.6110 0.2776 -1.0142
O -0.0158 1.2620 2.3613 -1.2140
O 2.5242 1.3863 2.3019 -1.0675
O -2.2909 -1.5857 -1.6708 -0.8154
O 2.1317 2.1116 -1.7220 -0.7333
O 0.7358 -2.8393 -2.1459 -1.0028
O 3.6676 -1.0572 1.5528 -0.9918
O 0.2453 -1.3490 1.7770 -1.0472
O -2.4307 -1.5600 0.6048 -0.8136
N -1.9238 0.3268 -0.5708 -0.7199
C -2.2272 -1.0820 -0.5294 0.8858
C -1.4212 1.0285 -1.7320 -0.2585
C 0.7642 2.3296 -1.3705 -0.0847
C 0.0990 0.9847 -1.8088 -0.4358
H -0.7187 2.8466 1.8718 0.5228
H 2.4380 1.7675 1.4119 0.4456
H 0.4440 0.1683 -1.1186 0.2462
H 0.2772 -0.3445 1.7729 0.5109
H -1.9468 1.9901 -1.9824 0.1577
H 3.0302 -0.4806 2.0166 0.5124
H -0.1349 1.1262 3.3062 0.4395
H -1.3461 -3.2465 0.4271 0.5064
H 1.4232 1.4218 2.4327 0.4983
H 0.1387 -3.0686 0.8148 0.5047
H 0.4869 0.6608 -2.7804 0.1934
H -1.5731 0.8297 0.2511 0.3857
H -0.6365 -1.3492 1.3384 0.4851
H 2.3616 2.6694 -2.4672 0.4520
H 0.2067 3.1257 -1.8692 0.1437
H 0.8161 2.5361 -0.3004 0.1956
H -1.6470 0.3803 -2.5749 0.2314
H 0.1602 -3.1663 -1.4159 0.5051
H 3.4722 -0.9417 0.6208 0.4628
H -1.1110 3.1331 0.3825 0.4530
H -0.0042 -2.2930 -2.5434 0.4712

Entry 2:
33
Properties=species:S:1:pos:R:3:nbo_charge:R:1 method="wB97M-V/def2-TZVPD" smiles=C[C@H](CO)NCO.O.O.O.O.O homo_ev=-9.793 relative_energy_kcal_mol=34.26 lumo_ev=0.06 homo_lumo_gap_ev=9.852
O -0.9923 3.3212 1.4604 -0.9367
O -1.5914 2.5663 -1.6200 -0.9604
O -1.3910 0.6403 1.2925 -0.7318
O 1.7265 3.4758 1.6881 -0.9942
O -1.8514 -2.8685 1.1938 -0.9566
O 1.4250 -3.1349 -2.1424 -0.9351
O -0.9766 -0.3220 -2.2903 -0.7634
N 0.2414 -1.2766 -0.4556 -0.6921
C -0.0456 0.2628 1.4794 -0.0892
C -0.9857 -1.2493 -1.2257 0.1027
C 0.7429 -0.0183 0.1974 -0.0871
C 2.1944 -0.2144 0.5559 -0.6271
H 1.0024 -1.5781 -1.0783 0.3963
H 2.4200 -0.9236 1.3476 0.2215
H 1.4683 -3.0032 -3.0951 0.4748
H 0.5708 0.8082 -0.5100 0.1771
H 1.9561 3.4311 0.7558 0.4699
H -0.8972 2.7145 2.1998 0.4717
H -0.8270 2.7582 0.6965 0.4934
H -1.6106 1.6724 -1.9887 0.4846
H -1.8507 -0.0005 0.7549 0.4755
H 0.4981 0.8774 2.1941 0.1996
H 0.8294 -3.8788 -2.0947 0.4766
H 2.7527 -0.4107 -0.3511 0.2091
H -0.9380 -2.6921 0.9118 0.4832
H -1.8138 -1.0934 -0.5469 0.1596
H 2.5944 0.7321 0.9384 0.2335
H -2.4255 2.6299 -1.1618 0.4720
H 0.0211 -0.7109 2.0036 0.1646
H -1.8485 -3.8271 1.2374 0.4671
H -0.1082 0.0075 -2.5174 0.4801
H -1.0490 -2.2512 -1.6892 0.1644
H 0.7590 3.5556 1.8599 0.4963

Entry 3:
34
Properties=species:S:1:pos:R:3:nbo_charge:R:1 method="wB97M-V/def2-TZVPD" smiles=NCCNCCS.O.O.O.O.O homo_ev=-8.625 relative_energy_kcal_mol=64.79 lumo_ev=0.03 homo_lumo_gap_ev=8.652
S 3.0649 0.3510 -2.8110 -0.0513
O 2.0762 -0.7969 3.1808 -0.9535
O -0.0535 3.1429 -0.5191 -0.9847
O -1.7629 0.9296 0.8980 -0.9680
O 0.4364 2.5688 2.3189 -0.9692
O -1.4805 1.6197 -2.2582 -0.9718
N 0.3612 -1.1844 -0.1999 -0.6451
N -0.8833 -2.3697 1.9418 -0.8294
C -0.8668 -1.7845 -0.6163 -0.2597
C 0.7983 -0.0791 -1.1486 -0.2571
C -1.5283 -2.5453 0.6864 -0.2127
C 2.2806 -0.3677 -1.3143 -0.5050
H 0.4244 3.9086 -0.8442 0.4786
H 0.8530 3.1902 1.7240 0.4767
H -0.4883 -2.7035 -1.2338 0.1620
H 2.5204 -1.4411 -1.3245 0.2350
H 0.2667 -0.4441 -2.0372 0.1636
H 1.9996 0.0060 -3.5365 0.1070
H -2.2535 1.1460 1.6918 0.4859
H -1.5739 -3.6119 0.4525 0.1858
H 0.4040 0.8906 -0.8425 0.2306
H -0.1699 2.0397 1.7939 0.4859
H -1.9744 1.5425 0.1870 0.4925
H -2.5493 -2.2062 0.5543 0.1897
H -0.9747 -1.4223 2.2743 0.3490
H -2.1852 1.4614 -2.8981 0.4861
H 1.4955 -0.2494 3.7077 0.4818
H 2.2119 -0.4253 2.3086 0.4751
H 0.1097 -2.5603 1.9810 0.3790
H 0.3444 -0.8831 0.7705 0.3628
H -0.7647 2.9418 -1.1562 0.4994
H -1.6778 -1.4875 -1.2756 0.1717
H -1.2325 0.6876 -2.0090 0.4942
H 2.7723 0.1357 -0.4465 0.2150

Entry 4:
36
Properties=species:S:1:pos:R:3:nbo_charge:R:1 method="wB97M-V/def2-TZVPD" homo_ev="0.720 / -6.754" relative_energy_kcal_mol=0.00 total_charge=-1 spin_multiplicity=2 lumo_ev="2.81 / 2.69" homo_lumo_gap_ev="2.089 / 9.447"
S 4.7304 0.8621 0.6107 -0.0796
O -2.4644 0.5222 -2.9517 -1.1419
O 1.7419 1.9409 -0.7754 -0.6796
O -0.7890 -3.3527 -0.4112 -1.0552
O -0.7145 -3.0642 2.2655 -1.0359
O -1.4424 4.5940 0.6136 -0.9972
O -2.4207 -2.0771 -2.1846 -1.0599
O -1.3428 2.0439 -1.1632 -1.0570
N -1.3047 -0.0220 1.6390 -0.8968
N 0.6802 1.0310 0.9515 -0.6553
C 2.3597 -0.3373 -0.3017 -0.6322
C 0.1389 -0.0876 1.7042 -0.0849
C 3.5268 -0.4907 0.6611 -0.5249
C 1.5835 0.9360 -0.0939 0.6328
H 4.0029 -1.4450 0.4205 0.2217
H 3.9096 1.7830 0.0822 0.1549
H -1.6285 0.8761 1.9724 0.3574
H -1.7598 -0.8496 1.9961 0.3932
H 3.1860 -0.6459 1.6844 0.2072
H -0.4866 -3.9357 2.5983 0.4545
H -2.2736 4.2792 0.2579 0.4769
H -1.1354 1.4321 -0.4311 0.4861
H -1.6515 -3.6741 -0.7019 0.4814
H -2.3849 -1.3542 -2.8438 0.5018
H -0.5124 2.0583 -1.6753 0.4614
H -2.8360 -1.5778 -1.4654 0.4626
H -2.8078 0.9984 -3.7121 0.4443
H 2.7973 -0.2462 -1.2989 0.2343
H 0.5740 -0.0946 2.7044 0.1511
H -0.7640 4.7416 -0.0450 0.4777
H 1.6446 -1.1617 -0.3874 0.2191
H 0.6133 1.9922 1.2377 0.4106
H -0.5843 -2.6508 -1.0472 0.4848
H -1.9212 1.1006 -2.3968 0.4858
H -0.7575 -3.1518 1.2813 0.5015
H 0.4928 -0.9725 1.2057 0.1995

Entry 5:
36
Properties=species:S:1:pos:R:3:nbo_charge:R:1 method="wB97M-V/def2-TZVPD" smiles="O=CNCCNCO.O.O.O.O.O.O" homo_ev=-8.858 relative_energy_kcal_mol=40.74 lumo_ev=-0.13 homo_lumo_gap_ev=8.727
O -0.4012 -2.6399 0.9209 -0.9831
O 2.5277 2.0442 0.5074 -0.9566
O -0.2375 -1.8974 -1.8866 -0.7983
O -2.6703 -3.1211 2.6213 -0.9168
O 2.2464 -0.6145 -1.2187 -0.9702
O 2.2366 -1.7351 1.2092 -0.9523
O 0.8144 2.3993 -2.7543 -0.9430
O -2.0179 2.0926 2.8442 -0.6197
N -0.9307 0.3763 -1.7937 -0.6559
N -0.2387 1.6169 1.5006 -0.6361
C -1.4229 0.8526 -0.5384 -0.2391
C -0.7076 0.4653 0.7662 -0.2306
C -0.8486 2.2383 2.5395 0.5244
C -1.2311 -0.9480 -2.2741 0.0901
H 0.0165 0.6258 -2.0337 0.3780
H 0.5449 -2.5411 1.1090 0.5098
H -1.1266 -0.8604 -3.3525 0.1750
H 1.5496 -0.2104 -0.6810 0.4625
H 1.5509 2.7276 -3.2907 0.4739
H 0.7578 1.7786 1.4474 0.4171
H 2.4040 -0.8083 1.0201 0.4797
H 3.4728 1.8668 0.6356 0.4807
H 2.4111 -2.1101 0.3526 0.4925
H -1.2560 -0.2672 1.3599 0.1909
H 2.5688 2.2805 -0.4225 0.4871
H -2.1812 -1.3057 -1.8816 0.1687
H 0.3619 3.2287 -2.5547 0.4779
H -1.4672 1.9442 -0.5315 0.2013
H -2.4836 0.5875 -0.5267 0.2041
H -2.4547 -2.1958 2.8086 0.4521
H -2.1893 -3.2210 1.7856 0.4695
H 1.6707 -0.9429 -1.9315 0.4995
H 0.2024 -0.0997 0.5953 0.1860
H -0.2252 2.9989 3.0353 0.1130
H -0.8344 -2.2328 1.6714 0.4626
H -0.4117 -2.3725 -1.0580 0.5052

Entry 6:
36
Properties=species:S:1:pos:R:3:nbo_charge:R:1 method="wB97M-V/def2-TZVPD" smiles="CNCCNC(=O)O.O.O.O.O.O.O" homo_ev=-9.388 relative_energy_kcal_mol=5.77 lumo_ev=0.45 homo_lumo_gap_ev=9.843
O -0.3672 -0.6295 4.3105 -0.9565
O -0.2419 0.7524 -2.4736 -1.0012
O -0.1647 -1.6075 1.2586 -0.7364
O -1.0317 -3.0006 -2.5096 -0.9879
O -2.5127 -0.7566 -2.1779 -0.9884
O 1.9373 -0.5371 2.7541 -0.9702
O -1.3235 0.1404 2.0453 -0.7061
O 1.0576 -2.5671 -0.8688 -0.9867
N 1.3429 1.6574 0.2921 -0.6603
N -0.9164 0.0152 -0.1578 -0.6779
C 1.8619 1.6562 -1.0792 -0.4597
C -0.7444 -0.5341 1.0795 0.9267
C 0.0390 2.2824 0.4080 -0.2376
C -1.0773 1.4638 -0.2755 -0.2607
H -1.1178 1.7015 -1.3395 0.2600
H 1.9261 2.6657 -1.4946 0.1631
H 1.7694 0.1367 2.0815 0.4917
H -1.3936 -3.8436 -2.2114 0.4797
H 0.5317 -0.7039 3.9094 0.5132
H -0.1980 -2.8870 -2.0091 0.5103
H -2.0424 -1.6050 -2.3647 0.5065
H -0.0139 3.3094 0.0077 0.1713
H -1.0851 0.2373 -2.4893 0.5155
H 1.6904 -1.3643 2.3108 0.4971
H -0.3100 -0.3821 -0.8611 0.4224
H -2.0279 1.7635 0.1588 0.2102
H -0.2713 0.0831 4.9515 0.4813
H -2.4416 -0.6589 -1.2187 0.4859
H -1.1092 -0.2243 2.9536 0.5265
H 1.6907 -1.8657 -1.0864 0.4737
H 0.0069 0.8252 -3.3967 0.4896
H 1.1893 1.0832 -1.7263 0.2459
H 2.8417 1.1741 -1.1133 0.1901
H 2.0343 2.1026 0.8812 0.3627
H 0.6715 -2.2469 -0.0211 0.5032
H -0.2001 2.3643 1.4719 0.2032